9
Properties=species:S:1:pos:R:3:forces:R:3 method="wB97M-V/def2-TZVPD" e_homo_ev=-9.145 homo_lumo_gap_ev=9.35 e_tot_ha=-2803.29082 lumo_ev=0.2
C 1.023687 0.726920 -0.709443 -3.37 -2.31 2.15
C 2.101628 1.239548 -0.570864 2.40 0.68 -0.73
C -0.158930 -0.468426 0.642317 -0.16 2.14 -3.47
C -1.560519 -0.539008 0.124486 0.60 -5.64 -0.38
O 0.433501 -0.781598 1.554879 0.92 -0.74 1.51
Br 3.830284 1.714579 -0.932136 -0.52 0.08 0.30
H -1.605347 -1.147186 -0.895182 0.49 1.32 2.13
H -1.868255 0.394134 -0.085839 -1.24 3.27 -0.53
H -2.196048 -1.138964 0.871782 0.87 1.21 -0.97